Entry 1:
Below is C36H24InN7O3 as an isolated structure in a non-equilibrium geometry, with properties calculated with ωB97M-V/def2-TZVPD.

CARTESIAN COORDINATES (ANGSTROEM)
In1 -1.31325 3.29204 -2.20953
O1 3.77934 6.13081 3.52254
C1 3.98814 5.02317 3.80531
O2 4.18887 3.91506 4.08845
C2 2.87616 3.98635 1.24245
C3 2.30063 5.11856 0.76711
C4 1.13372 4.88649 0.00838
N1 0.64166 3.66657 -0.12894
C5 1.20117 2.61300 0.43985
C6 2.42765 2.71602 1.13526
C7 0.44762 1.35722 0.39129
C8 0.45659 0.41137 1.33140
C9 -0.59859 -0.61313 1.39374
C10 -1.13368 -1.64214 -1.11115
C11 -1.46043 -0.30615 -1.69555
N2 -0.45212 1.22660 -0.66876
C12 0.38342 5.99646 -0.62101
C13 0.83786 7.30815 -0.64672
C14 0.06097 8.27807 -1.26422
C15 -1.15200 7.92061 -1.82753
C16 -1.53477 6.59277 -1.75617
N3 -0.78676 5.65725 -1.16954
H1 2.66622 6.11593 0.95868
H2 2.92622 1.83773 1.52094
H3 1.11108 0.47612 2.19021
H4 -0.64625 -1.06916 2.37837
H5 -1.70929 -2.48653 -1.48497
H6 -2.13522 -0.27931 -2.54650
H7 1.77934 7.59008 -0.20124
H8 0.40264 9.30352 -1.29653
H9 -1.78530 8.64923 -2.31224
H10 -2.47949 6.25930 -2.17019
C17 -0.14787 -9.92149 1.75301
O3 0.69430 -9.10216 0.94644
C18 0.43282 -7.80885 0.83122
C19 -0.66624 -7.15666 1.40629
C20 -0.83720 -5.80336 1.22486
C21 0.07663 -5.04958 0.47530
C22 1.17016 -5.71877 -0.11126
C23 1.34194 -7.06363 0.06010
C24 -0.10966 -3.64603 0.20595
N4 0.73363 -3.00218 -0.59952
C25 0.34178 -1.86910 -1.16247
C26 -1.25877 -1.60106 0.40442
N5 -1.16248 -2.97157 0.80844
C27 -1.96449 -0.31184 0.77993
C28 -3.19914 -0.14562 1.54290
C29 -4.10457 0.76574 1.16350
C30 -3.82450 1.64101 0.03841
N6 -2.77462 1.58200 -0.69263
C31 -1.77936 0.58430 -0.47159
C32 -0.07592 0.36141 -1.85011
N7 0.17275 1.23698 -2.93990
C33 1.37697 1.30955 -3.43494
C34 2.47829 0.52164 -3.01136
C35 2.25470 -0.51989 -2.14283
C36 0.95972 -0.71618 -1.64221
H11 0.28713 -10.91462 1.72533
H12 -1.16193 -9.95633 1.35062
H13 -0.17122 -9.56150 2.78328
H14 -1.39259 -7.71336 1.98085
H15 -1.72529 -5.34422 1.64104
H16 1.86411 -5.14908 -0.71156
H17 2.17492 -7.59082 -0.38448
H18 -1.47775 -3.27899 1.71508
H19 -3.35610 -0.77618 2.40985
H20 -5.03948 0.88410 1.69133
H21 -4.54040 2.41801 -0.21280
H22 1.51015 2.01583 -4.24950
H23 3.45000 0.69076 -3.44903
H24 3.02744 -1.25034 -1.93510

The value obtained for the highest occupied orbital energy (spin up / spin down) is -0.458 / -0.459 Eh. Its electronic energy is -59449.63948 eV. The frontier orbital gap (spin up / spin down) is 3.85 / 6.65 eV. Its total charge is +2.

Entry 2:
Below is C36H25Br2F5IrN2O4 as an isolated structure in a non-equilibrium geometry, with properties calculated with ωB97M-V/def2-TZVPD.

CARTESIAN COORDINATES (ANGSTROEM)
Ir1 0.36232 -0.50832 0.34278
C1 -2.48277 -1.27766 1.10757
C2 -1.27787 -1.10716 1.99764
C3 -0.75830 -2.25768 2.66374
C4 0.06240 -2.13683 3.74664
C5 0.42844 -0.86074 4.22185
C6 -0.06517 0.27111 3.62319
C7 -0.91835 0.16057 2.51957
H1 -3.38390 -1.30632 1.72397
H2 -2.43175 -2.21877 0.55942
H3 -2.58991 -0.45423 0.40198
H4 -1.07561 -3.23646 2.32149
H5 0.43000 -3.01972 4.25318
H6 1.07889 -0.77964 5.08289
H7 0.18729 1.24867 4.01160
H8 -1.41624 1.03127 2.12562
Br1 -0.84469 -0.53683 -4.70380
C8 0.05202 -1.83979 -3.73514
C9 0.60531 -2.94231 -4.36253
C10 1.27850 -3.91989 -3.63992
Br2 2.00625 -5.35481 -4.55355
C11 1.42119 -3.82757 -2.21020
C12 2.04406 -4.78224 -1.38840
C13 2.08328 -4.56899 -0.03155
C14 1.53518 -3.40060 0.50288
N1 0.96645 -2.47792 -0.26095
C15 0.88855 -2.69849 -1.59024
C16 0.17809 -1.68014 -2.32361
O1 -0.30457 -0.70693 -1.67797
H9 0.51266 -3.04617 -5.43481
H10 2.47772 -5.67284 -1.82222
H11 2.53867 -5.28919 0.63294
H12 1.56119 -3.19438 1.56434
F1 7.12026 -0.78913 1.08983
C17 5.80546 -0.80647 1.21685
C18 5.19120 -1.76339 2.01224
F2 5.91972 -2.66553 2.65036
C19 3.81396 -1.78081 2.12868
F3 3.24000 -2.70921 2.90189
C20 3.00700 -0.85357 1.46796
O2 1.68010 -0.91715 1.68945
C21 3.65095 0.09818 0.68570
F4 2.92666 1.03702 0.05482
C22 5.02719 0.12844 0.55252
F5 5.59556 1.05263 -0.20942
C23 -2.90608 3.02813 -2.96629
O3 -2.58089 2.98620 -1.57608
C24 -3.38032 2.28840 -0.75272
C25 -4.38369 1.42145 -1.18197
C26 -5.23356 0.82069 -0.26898
C27 -5.09895 1.06132 1.09316
C28 -4.09371 1.90035 1.52900
C29 -3.22226 2.49746 0.62217
N2 -2.31752 3.46107 1.15918
C30 -1.18747 3.98919 0.76622
C31 -0.23154 3.60302 -0.21415
C32 0.45137 4.68531 -0.80963
C33 1.32044 4.49304 -1.85212
C34 1.55497 3.18756 -2.28373
C35 0.96229 2.10562 -1.66375
C36 0.07242 2.27583 -0.60152
O4 -0.47426 1.28360 0.12013
H13 -2.26201 3.78991 -3.39536
H14 -3.95097 3.30326 -3.11169
H15 -2.70128 2.06530 -3.43750
H16 -4.51945 1.24276 -2.23856
H17 -6.02142 0.17273 -0.62880
H18 -5.77659 0.61103 1.80413
H19 -3.98139 2.10971 2.58743
H20 -2.72123 3.92720 1.96360
H21 -0.95961 4.90957 1.29608
H22 0.24551 5.68761 -0.45353
H23 1.81757 5.32924 -2.32141
H24 2.24029 3.01290 -3.10325
H25 1.21189 1.11057 -1.98934

The value obtained for the highest occupied orbital energy (spin up / spin down) is -0.493 / -0.493 Eh. As for the expectation value of S²: 1.022. As for the energy relative to the best compared isomer or geometry (same formula, charge and spin): 29.28 kcal per mole. Its electronic energy is -205401.45022 eV. The frontier orbital gap (spin up / spin down) is 6.41 / 4.95 eV. The spin multiplicity is 2. Its total charge is +2.

Entry 3:
Below is C36H26BIrN4O5S as an isolated structure, with properties calculated with ωB97M-V/def2-TZVPD.

CARTESIAN COORDINATES (ANGSTROEM)
Ir1 0.95840 -0.72694 -0.69330
O1 1.36848 -4.98170 -1.81952
C1 0.97245 -3.88786 -1.47824
N1 1.74805 -2.86608 -1.00796
C2 2.96381 -3.06136 -0.46621
C3 3.42171 -4.26088 0.11543
C4 4.64400 -4.28578 0.72520
C5 5.48353 -3.14243 0.73875
C6 5.09810 -1.97853 0.13932
C7 3.81965 -1.89784 -0.45438
N2 3.27016 -0.79723 -0.98438
C8 3.99656 0.26762 -1.43592
O2 5.16552 0.24817 -1.75679
C9 3.18623 1.52157 -1.45416
C10 3.78738 2.72882 -1.76882
C11 3.06832 3.89792 -1.58963
C12 1.78681 3.81312 -1.06620
C13 1.25482 2.56311 -0.80084
N3 1.92517 1.43618 -1.02358
C14 -0.48099 -3.54603 -1.47345
C15 -1.41342 -4.49959 -1.85036
C16 -2.75662 -4.23657 -1.64903
C17 -3.10786 -3.05087 -1.02074
C18 -2.10924 -2.15228 -0.68788
N4 -0.82335 -2.36590 -0.95372
H1 2.78847 -5.13406 0.08936
H2 4.97476 -5.19187 1.21512
H3 6.44006 -3.19225 1.24149
H4 5.73988 -1.11097 0.12873
H5 4.80824 2.71164 -2.12370
H6 3.50363 4.85938 -1.82624
H7 1.20333 4.70027 -0.86487
H8 0.26149 2.44986 -0.39643
H9 -1.04896 -5.42782 -2.26760
H10 -3.51256 -4.95363 -1.93878
H11 -4.13718 -2.82047 -0.78375
H12 -2.34681 -1.24536 -0.15197
O3 -0.87088 0.68602 -1.20503
S1 -2.27281 0.82725 -1.75506
C19 -2.38620 2.49066 -2.42544
C20 -2.05376 3.59512 -1.65607
C21 -2.09327 4.85106 -2.23580
C22 -2.46790 4.99138 -3.56756
C23 -2.82745 3.88319 -4.31931
C24 -2.78527 2.61969 -3.74671
C25 -3.32890 1.08252 -0.31681
C26 -4.69144 1.22708 -0.53826
C27 -5.53629 1.36671 0.54993
C28 -5.01431 1.34738 1.83849
C29 -3.65040 1.19941 2.04340
C30 -2.79423 1.06148 0.95891
H13 -1.79605 3.47117 -0.61142
H14 -1.84442 5.72577 -1.64944
H15 -2.49077 5.97632 -4.01498
H16 -3.12858 4.00174 -5.35114
H17 -3.06288 1.74369 -4.32074
H18 -5.08294 1.23695 -1.54972
H19 -6.60021 1.48455 0.39583
H20 -5.67950 1.44250 2.68646
H21 -3.25263 1.18358 3.04950
H22 -1.72605 0.94196 1.10297
O4 0.39958 0.39041 2.31611
B1 0.85737 -0.63764 1.49505
O5 1.32674 -1.68804 2.27773
C31 1.16257 -1.30236 3.58589
C32 1.46832 -1.98268 4.74449
C33 1.18297 -1.33566 5.94169
C34 0.61866 -0.06325 5.96591
C35 0.31143 0.61678 4.79245
C36 0.59414 -0.03303 3.61100
H23 1.90846 -2.97015 4.71101
H24 1.40532 -1.83057 6.87727
H25 0.41881 0.40634 6.91946
H26 -0.11921 1.60937 4.79494

The value obtained for the highest occupied orbital energy (spin up / spin down) is -0.357 / -0.397 Eh. As for the expectation value of S²: 8.774. Its electronic energy is -68295.41595 eV. The frontier orbital gap (spin up / spin down) is 7.09 / 5.95 eV. The spin multiplicity is 6. Its total charge is +1.